Model 1:
Below is a cluster of 2 separate species, C3H11N3 in total, with properties calculated with ωB97M-V/def2-TZVPD.

Each line ends with the natural charge from an NBO analysis.
Cartesian coordinates (Å):
C: -0.406 0.808 -0.032  0.07
C: 1.531 -0.748 0.658  -0.43
C: -0.868 0.259 -1.381  -0.66
N: -0.412 -0.039 1.117  -0.36
N: -1.230 -1.198 1.063  -0.68
N: 1.031 1.194 -0.132  -0.79
H: -0.952 1.746 0.175  0.18
H: -1.930 -1.134 1.796  0.35
H: -1.716 -1.382 0.186  0.33
H: 1.413 1.445 -1.050  0.39
H: 1.295 1.691 0.714  0.40
H: 1.704 -0.896 1.718  0.19
H: 2.506 -0.576 0.207  0.16
H: 1.009 -1.548 0.144  0.19
H: -1.937 0.029 -1.362  0.21
H: -0.326 -0.650 -1.652  0.21
H: -0.712 1.000 -2.169  0.22

* frontier orbital gap (spin up / spin down): 0.293 / 0.293 hartree
* charge: 0
* E_LUMO (spin up / spin down): 0.983 / 0.983 eV



Model 2:
Below is a structure of composition C3H11N3, with properties calculated with ωB97M-V/def2-TZVPD.

Each line ends with the natural charge from an NBO analysis.
Cartesian coordinates (Å):
C: 0.968 0.466 -1.164  -0.34
C: -1.648 0.559 0.093  0.11
N: -1.546 1.923 0.193  -0.88
N: -2.741 0.033 -0.291  -0.84
H: -2.394 2.472 0.114  0.37
H: -0.736 2.263 0.688  0.36
H: -2.681 -0.967 -0.459  0.33
H: 1.164 1.531 -1.112  0.21
H: 1.832 -0.092 -1.502  0.18
H: 0.198 0.268 -1.897  0.24
C: 1.275 -1.766 0.693  -0.43
N: 0.935 -0.347 0.618  -0.65
H: 1.593 0.193 1.179  0.38
H: -0.277 -0.162 0.731  0.33
H: 2.314 -1.949 0.411  0.20
H: 0.615 -2.282 -0.005  0.22
H: 1.129 -2.143 1.709  0.22

* frontier orbital gap: 0.242 hartree
* charge: 0
* E_LUMO: 0.253 eV



Model 3:
Below is a structure of composition C3H11N3, with properties calculated with ωB97M-V/def2-TZVPD.

Each line ends with the natural charge from an NBO analysis.
Cartesian coordinates (Å):
C: -0.475 -0.170 -0.522  0.05
C: 1.286 1.359 0.347  0.08
C: -1.043 -0.775 0.735  -0.66
N: 0.372 0.894 -0.496  -0.42
N: -1.315 -0.100 -1.686  -0.86
N: 1.507 0.934 1.668  -0.83
H: 0.391 1.332 -1.411  0.43
H: 0.793 -1.770 -1.153  0.00
H: -1.411 -1.008 -2.126  0.36
H: -2.248 0.253 -1.474  0.34
H: 1.650 1.704 2.309  0.38
H: 0.796 0.310 2.021  0.38
H: 1.910 2.169 0.005  0.18
H: 1.373 -2.284 -1.377  -0.05
H: -1.625 -0.052 1.324  0.19
H: -0.264 -1.191 1.374  0.20
H: -1.697 -1.603 0.461  0.23

* frontier orbital gap: 0.249 hartree
* charge: 0
* E_LUMO: 0.989 eV



The structure with the greatest stability is model 3.



Model 1:
Below is a cluster of 2 separate species, C2H9NO in total, with properties calculated with ωB97M-V/def2-TZVPD.

Each line ends with the natural charge from an NBO analysis.
Cartesian coordinates (Å):
C: 0.801 -1.056 1.347  -0.26
C: -1.598 1.125 -0.369  -0.44
H: 0.601 -0.377 -0.503  0.48
H: 1.141 -2.236 1.722  0.18
H: 1.070 -0.174 2.060  0.16
H: -0.400 -0.952 1.386  0.14
H: -0.643 0.528 -2.116  0.38
H: 0.306 1.456 -1.043  0.38
H: -1.263 1.189 0.779  0.21
H: -2.048 2.023 -0.785  0.20
H: -2.422 0.432 -0.227  0.21
N: -0.356 0.576 -1.103  -0.82
O: 1.366 -0.792 0.072  -0.80

* frontier orbital gap: 0.359 hartree
* charge: 0
* SMILES string: CN.CO
* E_LUMO: 0.710 eV



Model 2:
Below is a cluster of 2 separate species, C2H9NO in total, with properties calculated with ωB97M-V/def2-TZVPD.

Each line ends with the natural charge from an NBO analysis.
Cartesian coordinates (Å):
C: 1.664 0.176 -0.230  -0.41
N: 0.259 0.436 0.001  -0.64
C: -0.513 0.626 -1.206  -0.42
H: 1.794 -0.834 -0.623  0.19
H: 2.124 0.835 -0.980  0.17
H: 2.230 0.240 0.695  0.20
H: 0.113 1.208 0.641  0.37
H: -0.156 1.444 -1.844  0.17
H: -1.576 0.705 -0.989  0.22
H: -0.467 -0.276 -1.837  0.20
H: -0.538 -0.785 0.970  0.49
H: -1.207 -1.460 2.226  0.46
O: -1.385 -1.150 1.331  -0.99

* frontier orbital gap: 0.377 hartree
* charge: 0
* SMILES string: CNC.O
* E_LUMO: 0.983 eV



Model 3:
Below is a cluster of 2 separate species, C2H9NO in total, with properties calculated with ωB97M-V/def2-TZVPD.

Each line ends with the natural charge from an NBO analysis.
Cartesian coordinates (Å):
C: 1.986 -0.731 0.057  -0.42
C: -1.775 0.257 0.350  -0.21
H: 0.412 0.651 -0.796  0.35
H: 1.704 1.220 0.261  0.34
H: 3.054 -0.530 -0.021  0.20
H: 1.665 -1.039 1.042  0.17
H: 1.765 -1.399 -0.702  0.19
H: -3.214 -0.069 -1.006  0.47
H: -1.300 -0.230 1.119  0.18
H: -0.959 0.739 -0.329  0.12
H: -2.203 1.094 0.842  0.16
N: 1.478 0.607 -0.452  -0.85
O: -2.612 -0.568 -0.368  -0.72

* frontier orbital gap: 0.358 hartree
* charge: 0
* SMILES string: CN.CO
* E_LUMO: 0.820 eV



Model 4:
Below is a structure of composition C2H9NO, with properties calculated with ωB97M-V/def2-TZVPD.

Each line ends with the natural charge from an NBO analysis.
Cartesian coordinates (Å):
C: -2.297 0.465 -0.697  -0.25
C: 1.479 -0.778 1.172  -0.41
H: -0.492 0.681 -1.350  0.48
H: -3.220 0.796 -1.150  0.18
H: -2.363 -0.652 -0.546  0.15
H: -2.369 0.780 0.448  0.15
H: 1.914 0.939 0.253  0.34
H: 2.699 -0.247 -0.599  0.33
H: 0.901 -1.661 0.855  0.20
H: 2.504 -0.967 1.528  0.18
H: 1.061 -0.183 1.824  0.18
N: 1.531 -0.048 -0.125  -0.82
O: -1.349 0.875 -1.613  -0.71

* frontier orbital gap: 0.390 hartree
* charge: 0
* E_LUMO: 0.738 eV



The structure with the greatest stability is model 2.



Model 1:
Below is a structure of composition C3H5HgO3, with properties calculated with ωB97M-V/def2-TZVPD.

Each line ends with the natural charge from an NBO analysis.
Cartesian coordinates (Å):
H: 2.127 -1.806 -0.244  0.22
C: 1.321 -1.118 0.020  -0.38
C: 0.427 -0.861 -1.026  -0.04
O: -0.946 -0.977 -0.834  -0.52
C: -1.468 -0.051 -0.007  0.02
O: -2.798 -0.235 0.002  -0.70
Hg: 0.189 1.041 0.812  1.19
O: 2.094 0.803 0.829  -1.17
H: 1.225 -1.059 1.106  0.20
H: 2.711 0.474 1.483  0.48
H: 0.678 -1.255 -2.014  0.21
H: -3.177 0.256 0.737  0.49

* frontier orbital gap (spin up / spin down): 0.203 / 0.301 hartree
* charge: 0
* 2S+1: 2
* E_LUMO (spin up / spin down): -0.330 / -0.306 eV



Model 2:
Below is a structure of composition C3H5HgO3, with properties calculated with ωB97M-V/def2-TZVPD.

Each line ends with the natural charge from an NBO analysis.
Cartesian coordinates (Å):
O: 0.750 -0.009 -0.151  -0.60
C: 0.117 1.208 -0.045  0.98
C: -0.197 -1.090 -0.202  -0.10
O: 0.674 2.251 -0.229  -0.55
O: -1.188 1.021 -0.027  -0.47
C: -1.530 -0.373 0.044  -0.10
H: 0.042 -1.824 0.574  0.21
H: -0.123 -1.551 -1.192  0.20
H: -1.944 -0.574 1.038  0.20
H: -2.278 -0.586 -0.726  0.21
H: 2.755 1.458 0.988  -0.44
Hg: 2.920 0.069 -0.073  0.46

* frontier orbital gap (spin up / spin down): 0.261 / 0.327 hartree
* charge: 0
* 2S+1: 2
* E_LUMO (spin up / spin down): 0.414 / -0.389 eV



The structure with the greatest stability is model 2.